1) The following is a quantum chemistry calculation of a molecular structure, C7H8S, from the Open Molecules 2025 dataset.

Geometry as XYZ:
```
16
C7H8S (the ωB97M-V functional and the def2-TZVPD basis)
C 2.00107 -0.29657 0.09900
C 1.33762 -1.28455 -0.57797
C 0.36064 -0.78741 -1.62047
C -1.48113 -0.10869 -0.03953
C -0.26061 0.94635 1.88138
C -0.31097 0.32188 -0.83764
C 0.86974 0.54945 0.15354
S -1.93167 1.08035 1.23083
H 2.82633 -0.32407 0.78045
H 1.00873 -0.31386 -2.40215
H -0.35378 -1.58549 -1.95375
H -2.28321 -0.36524 -0.64123
H -1.16328 -0.99293 0.47588
H -0.14034 0.08302 2.62821
H 0.13742 1.92443 2.24334
H -0.61656 1.15335 -1.41988
```

Summary:
Highest occupied orbital energy (spin up / spin down)   -7.848 / -7.851 eV
Orbital gap (spin up / spin down)   7.9 / 7.9 eV



2) The following is a quantum chemistry calculation of C7H8S in the gas phase, from the Open Molecules 2025 dataset.

Geometry as XYZ:
```
16
C7H8S (the ωB97M-V functional and the def2-TZVPD basis)
S -3.17874 -0.62869 -1.07607
C -2.14018 0.14412 0.15165
C -0.64780 -0.59600 0.60809
C -0.70844 0.44212 -0.20571
C 0.32989 1.23069 -0.86503
C 1.55824 0.59301 -0.15742
C 1.52533 -0.54619 0.85923
C 0.47965 -1.29222 1.18040
H -2.59955 -1.75953 -0.96693
H -2.66495 0.72921 0.87989
H 0.39766 0.83646 -1.81407
H 0.25426 2.36436 -1.04566
H 2.21560 1.35536 0.37410
H 2.27382 0.15998 -0.98167
H 2.56055 -0.82713 1.13319
H 0.34466 -2.20555 1.92603
```

Summary:
Structure (SMILES)   S[C@H]1C2=C1CCC=C2
Highest occupied orbital energy   -8.116 eV
Orbital gap   8.9 eV



List of relative energies, unit kcal/mol: 1) 31.4; 2) 0.0